[1]
A structure of composition C14H25AlClINOP. Source: OMol25; level of theory: ωB97M-V with the def2-TZVPD basis set.

Last column: natural (NBO) charge in e.
Cartesian coordinates (Å):
H  5.5551  0.7906  1.2054  0.248
H  -2.0219  -1.1704  -3.6675  0.257
C  -3.6146  0.6898  1.6658  0.458
H  0.3783  4.7241  2.1079  0.246
H  1.6801  3.6147  1.5115  0.253
C  -0.0175  -4.2836  -2.4475  -0.971
C  3.8870  1.1939  2.5402  -0.187
H  0.5292  2.6066  3.3429  0.439
H  -2.9064  -4.8572  -1.6517  0.275
C  2.5037  1.1675  2.6701  -0.223
H  -1.7747  0.7495  -0.5767  0.238
H  4.5209  1.4544  3.3806  0.247
H  -0.4324  1.2230  0.9233  0.215
H  -3.0747  -4.4416  -3.3961  0.270
H  -2.0146  2.8963  1.8824  0.234
N  0.0059  2.6522  2.4476  -0.348
H  -0.9538  -0.1317  -1.8131  0.234
Cl  2.2384  -0.6464  -2.9208  -0.593
H  0.9389  -3.7385  -2.4857  0.278
C  -2.9483  -4.0345  -2.3821  -0.976
C  2.2632  0.8020  0.2680  -0.591
H  -0.1589  0.5812  2.5680  0.235
C  0.5938  3.7601  1.6135  -0.425
C  -1.3266  -2.0149  -3.7790  -0.980
H  -1.7625  2.2336  3.5237  0.235
C  -1.8850  -0.1312  -1.2132  -0.827
H  -1.6222  -2.6187  -4.6506  0.270
H  -0.3000  -1.6348  -3.9041  0.281
O  -4.3293  -0.1761  1.8500  -0.453
C  -1.4179  2.9524  2.7879  -0.415
H  4.1408  0.1165  -0.6483  0.234
H  -0.0318  -4.9557  -1.5749  0.273
P  -1.3927  -3.1210  -2.3567  1.121
H  -1.4742  3.9605  3.2029  0.244
H  0.1044  3.7153  0.6286  0.225
I  -1.4952  -1.8229  -0.1159  0.453
Al  2.2077  1.1448  -1.7001  1.208
H  -0.1494  -4.8649  -3.3739  0.273
H  -3.7934  -3.3724  -2.1450  0.269
H  -2.7382  -0.0181  -1.8895  0.262
H  2.0522  1.2475  3.6628  0.205
C  0.2084  1.2857  1.8076  -0.245
C  3.6752  0.5605  0.2306  -0.276
C  4.4787  0.8361  1.3407  -0.162
C  1.6745  1.0758  1.5305  -0.010

- energy relative to the best compared isomer or geometry (same formula, charge and spin) (kJ/mol) = 139.12
- Kohn-Sham gap (spin up / spin down) (hartree) = 0.2405 / 0.2159
- 2S+1 = 1
- net charge = +2
- calculated total energy (Eh) = -2019.49888
- HOMO level (spin up / spin down) (eV) = -13.03 / -12.63


[2]
A structure of composition C14H25AuN3OS. Source: OMol25; level of theory: ωB97M-V with the def2-TZVPD basis set.

Last column: natural (NBO) charge in e.
Cartesian coordinates (Å):
H  4.4879  1.2773  1.1831  0.252
H  2.9806  3.3150  1.2672  0.261
H  -1.8214  -2.6135  -1.4945  0.258
H  -1.9188  -3.6172  -3.7371  0.270
C  -2.2833  -0.6101  -2.2167  -0.093
H  3.3593  1.4434  -0.1602  0.231
C  -2.5860  -0.3213  -4.5642  -0.088
C  3.2371  -0.7846  2.4337  -0.248
C  0.5960  1.3511  3.8668  -0.249
C  -3.7508  -0.6323  0.0537  -0.804
C  0.4311  2.4321  2.7422  -0.251
H  -0.6139  2.5013  2.4444  0.221
H  -0.3889  1.1959  4.3013  0.245
S  -2.2750  0.1450  -0.5766  1.285
N  2.8712  -0.1030  1.1516  -0.583
C  -2.2114  -2.2680  -6.1076  -0.704
H  2.9290  2.3507  2.7212  0.224
H  2.9425  -1.8283  2.3227  0.231
H  3.2456  -0.6946  0.4118  0.428
O  -1.1458  -0.5559  0.1869  -1.016
C  2.5562  -0.1762  3.6499  -0.256
H  0.8481  2.7071  0.7527  0.415
H  -2.7662  1.2799  -3.1682  0.271
H  -1.5620  -1.6317  -6.7277  0.308
H  -3.8274  -0.3394  1.1009  0.286
H  -2.8010  0.2942  -5.4297  0.271
C  2.6776  2.3451  1.6645  -0.268
H  4.3226  -0.7588  2.5528  0.248
H  0.5603  -0.7027  3.7265  0.413
N  1.2151  2.1738  1.5330  -0.570
C  3.4300  1.2626  0.9123  -0.248
H  1.2297  1.7516  4.6575  0.223
C  -2.0661  -2.5528  -3.6048  -0.165
H  0.7143  3.3970  3.1684  0.243
H  2.6952  -0.8574  4.4901  0.254
H  -3.1893  -2.1636  -6.6125  0.326
Au  0.7822  -0.0881  0.8998  1.097
H  -3.6818  -1.7142  -0.0454  0.265
C  -2.0274  -1.9998  -2.3632  -0.135
H  -1.8937  -3.3045  -6.1505  0.273
N  1.1255  0.0717  3.4053  -0.670
C  -2.5610  0.2257  -3.3118  -0.223
C  -2.3023  -1.7289  -4.7581  0.275
H  -4.6008  -0.2305  -0.5031  0.283
H  3.0370  0.7571  3.9315  0.214

- Kohn-Sham gap (spin up / spin down) (hartree) = 0.3129 / 0.1734
- 2S+1 = 3
- net charge = +3
- calculated total energy (Eh) = -1320.71592
- HOMO level (spin up / spin down) (eV) = -18.16 / -17.90


[3]
A structure of composition C14H25BN3NaO6S. Source: OMol25; level of theory: ωB97M-V with the def2-TZVPD basis set.

Last column: natural (NBO) charge in e.
Cartesian coordinates (Å):
H  -1.8588  0.5408  -4.1007  0.215
H  -0.6855  -2.7903  4.7543  0.253
C  1.5499  -0.1676  -6.5128  -0.629
H  1.2899  0.0638  -7.5479  0.202
H  0.9588  -1.7625  -0.0293  0.266
H  0.0115  -0.3453  6.7152  0.254
C  0.8867  -1.5020  4.0210  -0.234
O  -2.9296  -1.1144  4.9740  -0.939
O  1.6790  0.8533  5.5252  -0.421
H  -1.1180  -0.8004  -7.0834  0.204
O  1.7063  2.7543  4.5057  -0.343
N  1.1746  0.5773  1.0748  -0.531
H  1.3297  -1.1887  4.9575  0.263
O  -1.2295  0.6470  4.4596  -0.961
H  1.9973  -1.1615  -6.4798  0.216
C  -0.7067  -1.1443  -6.1306  -0.620
H  -0.5248  1.9304  -7.3545  0.203
H  -0.4177  3.2261  -6.1556  0.213
C  0.6838  -1.8550  1.0193  -0.672
N  1.5892  1.5503  4.5238  0.541
C  1.4089  1.5112  2.0402  -0.018
H  -2.3528  1.0569  -5.7266  0.204
H  -1.0959  -1.9856  3.2395  0.256
H  1.0469  2.3893  -6.6733  0.218
H  -1.8161  1.2674  7.2392  0.232
H  2.2942  0.5491  -6.1647  0.217
Na  1.4423  1.0815  -1.2486  0.687
H  1.4306  -2.3808  3.6767  0.226
H  -1.9199  2.2604  -4.5008  0.214
H  -1.6073  0.1611  8.5990  0.226
C  -0.5825  -1.8607  4.1937  -0.689
C  -0.0091  2.2574  -6.4474  -0.621
H  1.5923  2.5523  1.8366  0.236
O  0.5647  1.6686  -4.1792  -0.786
C  -1.0262  -0.6787  6.7111  -0.673
N  1.1046  -0.4287  3.0489  -0.323
B  1.0373  0.5204  -3.5002  0.356
C  0.9862  -0.5697  1.7075  0.418
O  0.7606  -0.5983  -4.2989  -0.775
H  -2.9587  -0.0630  7.4784  0.233
C  0.3242  -0.1626  -5.6052  0.227
H  -0.2331  -2.1132  -6.2949  0.214
C  -1.9136  0.2301  7.5565  -0.618
H  -1.0879  -1.7217  7.0259  0.231
S  -1.5734  -0.6368  5.0217  2.192
H  1.2345  -2.6897  1.4536  0.227
C  -1.6821  1.2704  -4.8917  -0.629
H  -0.3813  -2.0883  1.0600  0.239
H  -1.5240  -1.2821  -5.4256  0.216
C  1.3690  0.9117  3.2558  0.155
C  -0.2186  1.2608  -5.3227  0.228

- Kohn-Sham gap (hartree) = 0.1973
- 2S+1 = 1
- net charge = 0
- calculated total energy (Eh) = -1749.47070
- HOMO level (eV) = -6.23


[4]
A structure of composition C14H25ClINOOsP. Source: OMol25; level of theory: ωB97M-V with the def2-TZVPD basis set.

Last column: natural (NBO) charge in e.
Cartesian coordinates (Å):
H  2.0224  -0.4530  -4.2333  0.270
H  0.6988  0.3811  -5.0570  0.292
Cl  -1.4295  -1.6045  -0.7351  -0.386
C  -1.2473  1.3405  -2.7847  -0.947
H  -3.2022  1.8675  2.7531  0.244
H  -1.0518  2.3750  -2.5321  0.258
H  3.0968  -0.7727  -2.2782  0.250
H  -0.0784  -1.7024  -4.3067  0.251
H  2.3829  -2.0222  -1.3366  0.242
H  -1.9908  -0.0362  0.8367  0.454
H  -0.8701  2.0097  2.6066  0.267
H  3.0464  -2.1008  3.8431  0.277
H  -1.6104  1.3641  -3.8196  0.288
C  0.3120  0.2232  2.4345  -0.053
C  1.7963  -1.6793  2.1641  -0.197
H  2.1631  -2.4522  1.5147  0.247
H  -1.5087  -1.3211  2.8031  0.234
C  0.7291  0.3812  3.7561  -0.165
C  2.2624  -1.4569  3.4588  -0.143
I  2.3756  2.4544  -2.3030  0.555
H  1.9862  1.2959  -4.2567  0.225
N  -2.0378  0.4623  1.7538  -0.383
C  1.3384  0.3953  -4.1612  -0.875
H  -1.6152  -1.3902  -3.4183  0.268
H  0.2492  1.1516  4.3798  0.259
H  -1.0678  -0.2785  -4.6594  0.250
C  -3.1136  1.4891  1.7253  -0.427
H  2.0623  -0.3124  5.2983  0.277
O  3.3800  0.5535  0.4540  -0.392
H  -3.2682  -1.0772  2.4897  0.266
C  0.8709  -0.7879  1.6298  -0.144
C  2.1520  -1.2750  -2.1406  -0.641
P  0.1919  0.2039  -2.6576  0.987
H  -0.4236  1.6026  0.9121  0.229
Os  0.6963  -0.6436  -0.3284  0.599
C  -0.6932  1.1817  1.9006  -0.257
C  -0.7236  -0.9413  -3.8424  -0.880
H  1.8495  -1.8824  -3.0171  0.264
H  -2.8325  2.3335  1.0701  0.237
C  2.2979  0.1943  0.1031  0.540
C  1.7184  -0.4582  4.2661  -0.006
H  -2.4213  -0.0586  3.7270  0.239
H  -2.1001  0.9960  -2.1927  0.276
H  -4.0677  1.0410  1.4007  0.262
C  -2.3252  -0.5907  2.7794  -0.417

- energy relative to the best compared isomer or geometry (same formula, charge and spin) (kJ/mol) = 49.20
- Kohn-Sham gap (spin up / spin down) (hartree) = 0.2818 / 0.1668
- 2S+1 = 5
- net charge = +3
- calculated total energy (Eh) = -1867.06682
- HOMO level (spin up / spin down) (eV) = -19.26 / -18.99